Entry 1:
{"formula": "C5H11NO", "method": "ωB97M-V/def2-TZVPD", "smiles": "CC[C@@H](C)NC=O", "e_above_lowest_kj_mol": 172.7, "e_homo_ha": -0.3535, "homo_lumo_gap_ev": 10.534, "symbols": ["C", "C", "C", "C", "N", "C", "O", "H", "H", "H", "H", "H", "H", "H", "H", "H", "H", "H"], "coordinates": [[0.808973, -1.725337, -0.430832], [-0.410560, -1.252614, 0.347870], [-0.489803, 0.533159, 0.436172], [0.091586, 0.980913, 1.776731], [0.208607, 1.109622, -0.686308], [-0.557095, 1.385609, -1.812334], [-1.750263, 1.592471, -1.858910], [0.607491, -2.349019, -1.306930], [1.328358, -0.789333, -0.980492], [1.614626, -2.140131, 0.183290], [-1.356608, -1.573363, -0.117691], [-0.398548, -1.517683, 1.412115], [-1.567563, 0.674859, 0.330471], [-0.431949, 0.461239, 2.584368], [1.151867, 0.702836, 1.815603], [0.039156, 2.059633, 1.982081], [1.039529, 0.448635, -0.959705], [0.072196, 1.398505, -2.715499]], "forces_ev_per_angstrom": [[1.130, 1.885, -1.039], [-0.020, 2.611, 0.011], [0.028, -2.581, 0.256], [-0.035, -0.217, -0.086], [0.542, -1.483, -0.828], [0.100, -0.081, -0.061], [0.555, -0.047, 0.276], [-0.150, -0.229, 0.469], [-0.652, -2.578, 1.110], [-0.302, -0.098, -0.142], [0.445, 0.151, 0.240], [0.023, -0.258, -0.432], [0.325, 0.467, 0.097], [0.120, 0.078, -0.017], [-0.120, -0.005, 0.080], [-0.159, -0.254, -0.375], [-1.821, 2.471, 0.570], [-0.010, 0.166, -0.130]], "nbo_charge": [-0.587, -0.424, -0.034, -0.623, -0.633, 0.540, -0.587, 0.225, 0.142, 0.223, 0.215, 0.210, 0.230, 0.210, 0.203, 0.222, 0.367, 0.103]}


Entry 2:
{"formula": "C3H8N4", "method": "ωB97M-V/def2-TZVPD", "smiles": "[H]/N=C1/NCCNN1", "e_above_lowest_kj_mol": 182.2, "e_homo_ha": -0.3198, "homo_lumo_gap_ev": 9.555, "symbols": ["H", "N", "C", "N", "C", "C", "N", "N", "H", "H", "H", "H", "H", "H", "H"], "coordinates": [[-2.819689, 0.455350, -0.488581], [-2.115724, -0.062362, -1.073708], [-0.936339, 0.050529, -0.523755], [0.168328, -0.577353, -1.125026], [1.370024, -0.951739, -0.246906], [1.535125, 0.251509, 0.689979], [0.402779, 0.538848, 1.452223], [-0.644627, 0.893013, 0.561678], [-0.056374, -1.400582, -1.757533], [2.314722, -1.053412, -0.803657], [1.177132, -1.928526, 0.323558], [1.901310, 1.175737, 0.149756], [2.322245, 0.053492, 1.452556], [0.132054, -0.334601, 1.927927], [-1.459550, 1.385723, 0.973892]], "forces_ev_per_angstrom": [[0.882, -0.561, -0.808], [0.785, 0.597, 1.458], [-1.373, -0.220, -0.802], [1.274, -2.180, 0.103], [-1.296, 0.622, 0.125], [3.203, -0.015, -0.053], [-2.258, 0.092, 0.770], [-0.868, 0.029, -0.339], [-0.255, 1.880, 1.141], [-0.674, -0.107, -0.307], [0.226, 1.341, -0.619], [-0.669, -1.048, 0.303], [-0.155, -0.158, -0.627], [0.043, 0.452, 0.002], [1.134, -0.724, -0.346]], "nbo_charge": [0.326, -0.753, 0.552, -0.635, -0.238, -0.249, -0.430, -0.503, 0.404, 0.212, 0.177, 0.214, 0.206, 0.327, 0.391]}